Entry from the Open Molecules 2025 dataset: the ion C8H12F2N with charge +1 (ωB97M-V/def2-TZVPD).

```
! RIJCOSX wB97M-V def2-TZVPD def2/J DEFGRID3
* xyz 1 1
C 0.784 -0.259 2.271
C 1.817 -0.567 1.515
C 1.670 -0.667 0.117
C 0.216 -0.210 -0.551
C -0.648 -0.205 1.778
C -1.491 -1.034 -2.315
C 0.005 1.888 0.492
C -0.109 -0.468 -1.998
N -0.602 0.515 0.425
F 3.036 -0.804 2.053
F 2.574 -1.057 -0.710
H 0.915 -0.190 3.246
H -1.416 -0.964 1.554
H -1.143 0.544 2.366
H -1.493 -0.928 -3.362
H -2.294 -0.378 -1.950
H -1.709 -1.973 -1.855
H -0.552 2.670 1.126
H 0.891 1.790 1.090
H 0.287 2.111 -0.487
H 0.010 0.579 -2.426
H 0.786 -0.994 -2.411
H -1.533 0.600 0.030
*
```

## Properties
frontier orbital gap (alpha / beta): 7.81 / 7.97 eV
LUMO level (alpha / beta): -4.670 / -4.755 eV
structure (SMILES): CCC1=C(F)C(F)=CC[N@H+]1C

---

Entry from the Open Molecules 2025 dataset: a cluster of 13 separate species, C52H104O13 in total (ωB97M-V/def2-TZVPD).

```
! RIJCOSX wB97M-V def2-TZVPD def2/J DEFGRID3
* xyz 0 1
C 3.310 -4.743 -16.849
C 2.702 -3.377 -16.696
C 3.874 -2.441 -17.059
O 5.059 -3.211 -16.809
C 4.709 -4.467 -16.252
H 3.412 -5.082 -17.878
H 2.754 -5.465 -16.246
H 2.429 -3.093 -15.678
H 1.849 -3.201 -17.356
H 3.833 -1.520 -16.477
H 3.915 -2.207 -18.124
H 4.669 -4.389 -15.159
H 5.430 -5.248 -16.491
C 0.500 -7.955 -20.463
C 0.406 -6.507 -20.031
C 0.950 -5.782 -21.254
O 2.059 -6.609 -21.635
C 1.661 -7.961 -21.472
H -0.439 -8.261 -20.927
H 0.696 -8.634 -19.632
H 1.102 -6.254 -19.228
H -0.601 -6.186 -19.761
H 1.322 -4.768 -21.103
H 0.291 -5.712 -22.130
H 2.514 -8.546 -21.129
H 1.299 -8.417 -22.400
C -0.222 5.099 -23.351
C 0.254 3.675 -23.098
C -0.479 2.840 -24.155
O -1.343 3.746 -24.835
C -0.702 5.028 -24.798
H 0.534 5.869 -23.183
H -1.105 5.417 -22.795
H 0.049 3.310 -22.092
H 1.334 3.640 -23.250
H -1.107 2.069 -23.704
H 0.174 2.267 -24.819
H -1.419 5.801 -25.075
H 0.028 5.028 -25.618
C 2.254 5.613 -19.292
C 1.477 4.304 -19.229
C 2.608 3.325 -18.939
O 3.428 4.020 -18.017
C 3.535 5.366 -18.453
H 1.716 6.506 -18.971
H 2.586 5.826 -20.312
H 1.027 4.193 -20.219
H 0.674 4.322 -18.495
H 3.126 2.978 -19.837
H 2.221 2.435 -18.438
H 4.421 5.485 -19.088
H 3.657 6.058 -17.620
C -0.645 -1.142 -20.483
C 0.239 -0.159 -21.248
C 1.035 0.465 -20.129
O 1.319 -0.640 -19.288
C 0.326 -1.677 -19.441
H -0.999 -1.927 -21.155
H -1.507 -0.641 -20.038
H -0.333 0.533 -21.873
H 0.926 -0.661 -21.935
H 0.435 1.230 -19.614
H 1.945 0.908 -20.537
H -0.148 -1.880 -18.480
H 0.843 -2.569 -19.806
C -3.524 -4.902 -19.336
C -3.914 -5.964 -20.350
C -2.874 -5.838 -21.469
O -2.344 -4.514 -21.331
C -3.052 -3.826 -20.305
H -2.673 -5.246 -18.741
H -4.352 -4.692 -18.665
H -4.894 -5.725 -20.772
H -3.996 -6.964 -19.919
H -3.344 -5.968 -22.445
H -2.073 -6.573 -21.350
H -3.889 -3.269 -20.747
H -2.460 -3.036 -19.845
C -0.239 -5.724 -15.144
C -0.624 -5.340 -16.592
C -1.281 -3.972 -16.450
O -1.559 -3.723 -15.064
C -0.660 -4.507 -14.308
H 0.842 -5.862 -15.118
H -0.690 -6.630 -14.746
H -1.252 -6.134 -16.993
H 0.288 -5.273 -17.183
H -2.241 -3.932 -16.967
H -0.679 -3.144 -16.835
H -1.125 -4.758 -13.349
H 0.222 -3.948 -13.957
C 1.397 -2.044 -25.144
C 0.220 -2.522 -24.278
C -0.839 -1.460 -24.483
O -0.094 -0.286 -24.743
C 1.080 -0.577 -25.497
H 1.657 -2.687 -25.984
H 2.281 -2.114 -24.500
H 0.535 -2.657 -23.243
H -0.103 -3.513 -24.609
H -1.482 -1.330 -23.614
H -1.460 -1.720 -25.349
H 1.814 0.167 -25.194
H 0.836 -0.432 -26.556
C -4.280 0.048 -16.719
C -5.242 0.120 -17.883
C -4.450 -0.636 -18.964
O -3.739 -1.626 -18.214
C -3.813 -1.408 -16.809
H -4.781 0.217 -15.762
H -3.468 0.762 -16.846
H -5.596 1.104 -18.192
H -6.113 -0.488 -17.624
H -3.717 -0.036 -19.506
H -5.165 -1.105 -19.642
H -2.864 -1.476 -16.272
H -4.504 -2.088 -16.304
C 4.616 -4.437 -21.796
C 4.081 -3.395 -20.828
C 3.584 -2.235 -21.697
O 4.358 -2.333 -22.894
C 4.724 -3.678 -23.128
H 3.951 -5.303 -21.799
H 5.579 -4.820 -21.459
H 4.895 -3.037 -20.195
H 3.290 -3.785 -20.184
H 3.729 -1.262 -21.234
H 2.516 -2.378 -21.906
H 5.744 -3.734 -23.509
H 4.092 -4.168 -23.877
C 0.383 -0.174 -15.355
C -0.499 0.164 -14.162
C -1.155 1.481 -14.534
O -1.293 1.414 -15.947
C -0.264 0.623 -16.502
H 0.336 -1.249 -15.543
H 1.428 0.106 -15.227
H 0.055 0.156 -13.220
H -1.224 -0.645 -14.026
H -0.442 2.291 -14.319
H -2.049 1.721 -13.961
H 0.502 1.266 -16.950
H -0.694 -0.049 -17.248
C 3.900 1.891 -24.438
C 4.848 2.967 -23.876
C 4.166 3.308 -22.556
O 3.591 2.105 -22.104
C 3.544 1.126 -23.167
H 4.365 1.249 -25.185
H 3.042 2.390 -24.891
H 4.876 3.829 -24.545
H 5.863 2.630 -23.670
H 3.412 4.106 -22.613
H 4.888 3.693 -21.825
H 2.490 0.841 -23.157
H 4.286 0.362 -22.942
C -2.587 2.714 -18.921
C -2.864 3.263 -20.328
C -2.063 4.570 -20.331
O -1.899 4.955 -18.962
C -2.537 4.012 -18.140
H -1.573 2.304 -18.901
H -3.362 2.049 -18.559
H -3.942 3.325 -20.480
H -2.448 2.584 -21.077
H -2.500 5.378 -20.922
H -1.062 4.388 -20.736
H -3.557 4.320 -17.860
H -2.056 3.843 -17.171
*
```

## Properties
frontier orbital gap: 9.89 eV
LUMO level: 0.602 eV

---

Entry from the Open Molecules 2025 dataset: the molecule C16H22N2O5S (ωB97M-V/def2-TZVPD).

```
! RIJCOSX wB97M-V def2-TZVPD def2/J DEFGRID3
* xyz 0 1
O -0.655 0.841 1.741
C 0.532 0.605 1.628
N 1.479 1.119 2.447
H 2.448 0.946 2.230
C 1.190 2.229 3.319
H 1.653 2.072 4.296
C 1.701 3.551 2.700
H 2.794 3.584 2.764
C 1.022 4.767 3.338
H 1.657 5.645 3.219
C -0.257 4.908 2.503
H -1.113 4.477 3.020
C 0.049 4.114 1.218
H 0.011 4.730 0.317
O 1.379 3.629 1.330
H -0.644 3.272 1.100
H -0.480 5.950 2.286
H 0.823 4.616 4.396
H 0.104 2.260 3.427
C 1.063 -0.327 0.584
C 0.420 -1.541 0.368
C 0.877 -2.380 -0.627
C 1.949 -2.033 -1.427
C 2.581 -0.817 -1.223
C 2.138 0.034 -0.223
H 2.608 0.998 -0.088
H 3.414 -0.529 -1.846
H 2.275 -2.725 -2.188
S -0.017 -3.898 -0.966
O -0.611 -4.377 0.244
O 0.827 -4.771 -1.726
N -1.258 -3.426 -1.972
C -0.874 -2.980 -3.291
H -0.129 -3.680 -3.669
C -2.126 -2.975 -4.172
H -1.906 -2.558 -5.156
O -3.131 -2.160 -3.615
C -3.495 -2.607 -2.328
H -4.265 -1.921 -1.974
C -2.290 -2.602 -1.384
H -2.546 -3.037 -0.419
H -1.940 -1.567 -1.244
H -3.902 -3.626 -2.388
H -2.494 -4.005 -4.278
H -0.447 -1.965 -3.256
H -0.415 -1.839 0.983
*
```

## Properties
frontier orbital gap: 10.09 eV
LUMO level: 0.497 eV
structure (SMILES): O=C(NC[C@@H]1CCCO1)c1cccc(S(=O)(=O)N2CCOCC2)c1

---

Entry from the Open Molecules 2025 dataset: a cluster of 2 separate species, C2H3N3O2 in total (ωB97M-V/def2-TZVPD).

```
! RIJCOSX wB97M-V def2-TZVPD def2/J DEFGRID3
* xyz 0 1
N -1.880 -0.034 -0.026
C -0.521 -0.053 0.022
N -0.074 -1.370 0.567
O 1.042 -1.358 0.996
C 2.689 -0.052 -0.327
O 3.146 0.725 0.369
N 0.343 0.791 -0.348
H -2.343 0.634 -0.619
H -2.370 -0.887 0.194
H -0.032 1.603 -0.829
*
```

## Properties
frontier orbital gap (alpha / beta): 8.61 / 8.61 eV
LUMO level (alpha / beta): -0.861 / -0.862 eV

---

Entry from the Open Molecules 2025 dataset: a cluster of 6 separate species, C41H75BrFN2O8 in total (ωB97M-V/def2-TZVPD).

```
! RIJCOSX wB97M-V def2-TZVPD def2/J DEFGRID3
* xyz 1 1
C 5.296 -4.288 2.524
C 4.990 -4.819 0.972
O 5.369 -3.810 -0.030
C 4.209 -3.284 -0.765
C 3.655 -1.826 -0.161
C 2.510 -1.211 -1.214
N 1.949 -2.134 -2.226
N 1.006 -1.661 -3.078
C 0.372 -0.317 -3.284
C -0.796 -0.006 -4.440
C -2.021 -1.101 -4.432
O -3.285 -0.623 -4.571
F -1.890 -2.568 -4.272
C 0.888 0.895 -2.252
C 0.328 2.444 -2.340
C -0.823 2.765 -1.217
C -2.112 3.423 -1.998
C -3.309 2.284 -2.126
C -3.844 1.902 -0.614
C -5.387 1.348 -0.687
C -5.622 -0.123 -0.002
O -4.509 -1.077 -0.283
C -5.118 -2.416 -0.121
C 1.991 0.330 -1.180
C 2.610 1.344 -0.023
Br 2.211 0.703 1.868
C 4.192 1.730 -0.253
C 4.308 3.388 -0.059
H 6.063 -3.398 2.548
H 5.768 -5.175 3.163
H 4.279 -4.020 3.077
H 3.884 -5.193 0.909
H 5.672 -5.782 0.816
H 4.513 -3.035 -1.892
H 3.305 -4.051 -0.855
H 4.593 -1.135 -0.053
H 3.177 -2.106 0.892
H 0.629 -2.398 -3.753
H -1.303 1.052 -4.222
H -0.345 0.074 -5.522
H -0.019 2.640 -3.460
H 1.210 3.228 -2.158
H -1.057 1.755 -0.659
H -0.347 3.490 -0.430
H -1.859 3.755 -3.108
H -2.455 4.397 -1.425
H -4.143 2.662 -2.855
H -2.851 1.303 -2.617
H -3.080 1.104 -0.163
H -3.713 2.863 0.078
H -5.698 1.375 -1.839
H -6.054 2.143 -0.105
H -5.762 0.041 1.150
H -6.607 -0.583 -0.453
H -5.922 -2.417 0.746
H -4.296 -3.233 0.134
H -5.630 -2.756 -1.117
H 2.009 2.372 -0.114
H 4.857 1.273 0.600
H 4.592 1.523 -1.341
H 5.422 3.757 -0.033
H 3.756 3.890 -0.990
H 3.689 3.761 0.890
C 6.351 2.095 4.712
C 6.748 0.643 4.781
C 6.105 0.079 3.533
O 6.077 1.137 2.565
C 6.404 2.368 3.225
H 7.001 2.757 5.290
H 5.324 2.217 5.078
H 7.839 0.554 4.712
H 6.421 0.140 5.694
H 5.071 -0.228 3.722
H 6.654 -0.776 3.128
H 7.412 2.658 2.911
H 5.704 3.149 2.916
C -3.629 7.115 1.614
C -2.936 8.447 1.486
C -2.243 8.316 0.147
O -3.053 7.449 -0.658
C -4.036 6.831 0.185
H -4.476 7.125 2.304
H -2.916 6.356 1.957
H -3.681 9.250 1.444
H -2.245 8.663 2.305
H -1.258 7.849 0.254
H -2.120 9.278 -0.357
H -5.007 7.283 -0.048
H -4.088 5.761 -0.033
C -0.713 -5.449 -0.736
C -0.571 -6.182 0.572
C 0.778 -6.850 0.416
O 1.568 -6.000 -0.426
C 0.709 -5.011 -1.010
H -1.417 -4.613 -0.698
H -1.048 -6.143 -1.516
H -0.538 -5.462 1.399
H -1.379 -6.892 0.769
H 0.685 -7.821 -0.081
H 1.287 -6.996 1.373
H 0.928 -4.052 -0.529
H 0.922 -4.922 -2.079
C 3.476 -9.775 -2.582
C 3.963 -8.658 -1.695
C 4.180 -9.371 -0.378
O 4.540 -10.724 -0.692
C 4.289 -10.950 -2.086
H 3.615 -9.581 -3.649
H 2.410 -9.955 -2.401
H 4.917 -8.273 -2.073
H 3.263 -7.822 -1.617
H 3.260 -9.400 0.215
H 4.969 -8.910 0.223
H 5.258 -11.005 -2.595
H 3.771 -11.904 -2.218
C -9.113 7.484 1.125
C -8.971 6.751 2.434
C -7.622 6.083 2.278
O -6.832 6.933 1.435
C -7.691 7.922 0.851
H -9.817 8.320 1.164
H -9.448 6.790 0.345
H -8.938 7.470 3.261
H -9.779 6.041 2.631
H -7.715 5.112 1.780
H -7.113 5.937 3.235
H -7.472 8.881 1.333
H -7.478 8.011 -0.217
*
```

## Properties
frontier orbital gap: 5.98 eV
LUMO level: -4.710 eV

---

Entry from the Open Molecules 2025 dataset: a cluster of 2 separate species, C24H20FO8S3 in total (ωB97M-V/def2-TZVPD).

```
! RIJCOSX wB97M-V def2-TZVPD def2/J DEFGRID3
* xyz -1 1
C 6.444 0.979 -0.685
C 5.183 0.453 -0.390
C 4.112 1.315 -0.152
C 4.301 2.684 -0.175
C 5.557 3.223 -0.458
C 6.630 2.370 -0.735
S 2.834 3.668 0.133
O 2.865 4.121 1.510
O 2.700 4.599 -0.952
C 1.616 2.342 -0.036
C 0.476 2.523 -0.785
C -0.842 2.837 -0.335
C -1.284 2.470 0.951
C -2.640 2.525 1.248
C -3.545 3.053 0.304
C -3.079 3.587 -0.917
C -1.723 3.551 -1.192
S 2.421 0.746 0.127
O 2.040 -0.080 -0.990
O 2.242 0.321 1.499
H 7.289 0.306 -0.848
H 5.009 -0.622 -0.347
H 5.677 4.304 -0.491
H 7.619 2.785 -0.958
H 0.604 2.760 -1.841
H -0.529 2.128 1.660
H -2.984 2.089 2.197
H -4.620 3.026 0.504
H -3.783 4.020 -1.635
H -1.309 4.012 -2.096
C -2.132 -2.712 -4.108
C -2.192 -1.420 -3.343
O -1.246 -1.547 -2.262
C -1.361 -0.547 -1.355
C -0.704 -0.919 -0.080
F -0.899 -0.094 0.941
S -1.366 -2.703 0.394
C -1.621 -3.255 2.103
C -0.699 -4.117 2.712
C -1.119 -4.927 3.771
C -2.433 -4.851 4.248
C -3.288 -3.866 3.736
C -2.881 -3.059 2.670
O -2.733 -2.612 -0.116
O -0.416 -3.634 -0.147
O -2.012 0.458 -1.526
H -2.711 -2.621 -5.024
H -1.109 -2.995 -4.354
H -2.578 -3.519 -3.523
H -1.914 -0.553 -3.955
H -3.178 -1.271 -2.892
H 0.326 -4.174 2.345
H -0.407 -5.624 4.214
H -2.769 -5.510 5.046
H -4.288 -3.715 4.144
H -3.551 -2.309 2.246
*
```

## Properties
frontier orbital gap: 3.68 eV
LUMO level: 0.460 eV

---

What are the largest force on an atom values for these records? In order: 8.2 1.7 1.0 1.6 10.3 3.7 eV Å⁻¹.
What are the energy values for these records? In order: -566.10492 -3021.61168 -1506.78226 -392.65464 -4991.65761 -2822.68873 hartree.